[1]
17
Properties=species:S:1:pos:R:3:nbo_charge:R:1 method="wB97M-V/def2-TZVPD" relative_energy_kcal_mol=23.7 homo_ev=-8.8 total_energy_ha=-251.82470 smiles="C=C(C)CNC" largest_force_ev_per_a=1.89
C -2.5796 -0.1268 -0.2688 -0.4082
H 2.8462 -0.6132 -0.6491 0.2187
C 1.8502 1.3616 0.5951 -0.4009
C 1.7766 -0.8329 -0.5080 -0.6485
H -0.4594 -0.7141 1.2776 0.1560
H 2.9107 1.3836 0.3361 0.1898
N -1.1682 -0.0624 -0.6351 -0.6181
H -0.7153 1.0114 1.1025 0.2003
H -0.9118 -0.9095 -1.1542 0.3548
C -0.3585 0.1569 0.5488 -0.2476
H -2.7555 -0.8559 0.5702 0.1589
H 1.3775 -0.9543 -1.5024 0.2136
H -2.8996 0.8776 0.0238 0.1929
C 1.1291 0.2978 0.2404 0.0238
H 1.4890 2.2466 1.1611 0.2004
H 1.6413 -1.8084 -0.0344 0.2134
H -3.1728 -0.4580 -1.1034 0.2006

[2]
17
Properties=species:S:1:pos:R:3:nbo_charge:R:1 method="wB97M-V/def2-TZVPD" relative_energy_kcal_mol=67.9 homo_ev=-9.3 total_energy_ha=-251.75435 smiles=CCN1C[C@@H]1C largest_force_ev_per_a=3.25
H -0.2619 -1.5953 0.9850 0.1885
H -1.5990 -1.3502 -0.0735 0.1994
C 1.3670 -0.1627 -0.1813 -0.2424
C -0.7543 -0.8753 0.3756 -0.2678
H -1.2705 2.4598 0.0822 0.2300
H 0.0703 0.7890 1.5683 0.1846
H -2.2564 1.8656 1.7544 0.2182
H -2.7891 1.0799 0.0701 0.2263
H 2.0247 0.7701 -0.1996 0.1928
H 2.7978 -1.5404 -0.8640 0.2097
N -0.0334 0.1037 -0.3675 -0.4091
H 1.9448 -0.4658 -2.3196 0.2264
H 1.0677 -2.0420 -1.4650 0.2165
C -0.7362 0.5389 0.8079 -0.0933
C 1.7923 -1.0851 -1.2773 -0.6196
C -1.8404 1.5503 0.6413 -0.6259
H 1.5348 -0.4935 0.8370 0.1656

[3]
17
Properties=species:S:1:pos:R:3:nbo_charge:R:1 method="wB97M-V/def2-TZVPD" relative_energy_kcal_mol=113.3 homo_ev="-9.0 / -7.6" total_energy_ha=-251.68193 largest_force_ev_per_a=1.70
H -1.0093 1.1325 -1.5615 0.2170
H 1.7097 0.1145 1.6328 0.2058
H -0.7031 2.1352 0.7024 0.2223
H 1.5142 -1.1558 -1.1751 0.1969
C -1.6234 -0.8403 -0.8608 -0.0448
C 1.1717 -0.9844 -0.1583 -0.4328
H 0.1902 -0.0383 -0.5307 0.2200
H -2.3772 1.6102 0.5673 0.2154
H 2.2774 0.8669 0.1349 0.2003
N -1.1568 -1.9679 -0.7081 -0.2399
C -0.9741 0.5055 -0.6646 -0.3499
H 1.0399 -1.9410 0.3381 0.2171
H -1.2288 0.6187 1.4714 0.2165
H -2.6793 -0.6564 -1.1739 0.2093
C 2.1062 -0.0904 0.6344 -0.6438
C -1.3428 1.2560 0.5918 -0.6279
H 3.0858 -0.5650 0.7601 0.2187

[4]
17
Properties=species:S:1:pos:R:3:nbo_charge:R:1 method="wB97M-V/def2-TZVPD" relative_energy_kcal_mol=48.5 homo_ev=-8.6 total_energy_ha=-251.78521 smiles=CC[C@@H]1CCN1 largest_force_ev_per_a=3.33
H 0.3521 0.7011 1.7976 0.2077
C 1.4583 0.6656 -0.2466 -0.2039
H 1.7453 -0.2798 1.6225 0.2141
H -1.2318 1.3264 0.6279 0.2027
H -1.4742 -1.3635 -0.9473 0.2103
C 0.8825 0.0593 1.1261 -0.4276
H -2.5775 1.0162 -0.3778 0.2160
H 0.8885 1.4816 -0.7393 0.1631
H 1.0673 -0.6390 -1.9815 0.3647
C 0.2145 -0.9704 0.2074 -0.0342
H -1.7144 -1.2546 0.9173 0.2102
H 2.4467 0.9822 -0.3524 0.1785
C -1.5399 0.7260 -0.2403 -0.6212
N 1.2343 -0.6597 -0.8820 -0.6571
H 0.3517 -2.0260 0.6157 0.1865
C -1.2201 -0.7782 -0.0145 -0.4145
H -0.8832 1.0129 -1.1328 0.2044

[5]
17
Properties=species:S:1:pos:R:3:nbo_charge:R:1 method="wB97M-V/def2-TZVPD" relative_energy_kcal_mol=27.7 homo_ev=-9.1 total_energy_ha=-251.81843 smiles=CC[C@H]1CN1C largest_force_ev_per_a=0.25
H -0.3651 -0.7618 2.5894 0.2046
H -1.5764 -1.4640 -0.4665 0.2018
C -0.5441 -1.1929 -0.6856 -0.2685
H -0.1743 1.8404 0.9462 0.2036
C -0.4977 0.7980 1.0780 -0.4046
H -0.5169 0.8688 3.2623 0.2114
H 1.5792 -0.3150 -2.0618 0.1632
H 0.8100 1.1784 -2.6686 0.2013
H 0.0961 -2.0261 -0.9876 0.1886
N -0.3866 0.0838 -1.3596 -0.4017
H 1.2087 -0.1329 0.0573 0.1805
C 0.6264 0.1367 -2.3918 -0.4116
H 0.2718 -0.3907 -3.2795 0.1982
C -0.0744 0.2851 2.4506 -0.6041
H -1.5888 0.7952 0.9764 0.2084
C 0.1172 -0.0393 -0.0143 -0.0716
H 1.0149 0.3365 2.5549 0.2005

[6]
17
Properties=species:S:1:pos:R:3:nbo_charge:R:1 method="wB97M-V/def2-TZVPD" relative_energy_kcal_mol=28.2 homo_ev=-8.9 total_energy_ha=-251.81762 smiles="CC(C)=CCN" largest_force_ev_per_a=4.86
H -2.5316 -1.0094 -1.0829 0.2048
H -0.8078 1.7961 0.9947 0.2226
C 1.6720 0.5519 0.2048 -0.2417
C -1.9505 -1.2897 -0.2063 -0.6279
H -2.3984 1.2153 0.4699 0.2191
H -1.2526 1.8217 -0.7118 0.2242
H 2.9462 -0.1029 -1.2413 0.3521
H 1.7394 0.7761 1.2727 0.1865
C -1.3403 1.2540 0.2160 -0.6656
H 0.7624 -1.5635 -0.0336 0.1969
H 1.4798 1.4996 -0.3049 0.1920
C 0.4299 -0.5437 0.0794 -0.2386
H 3.2063 -0.7890 0.2256 0.3503
H -2.6053 -1.2994 0.6637 0.2033
N 2.9558 0.0751 -0.2426 -0.8271
C -0.7957 -0.1193 0.0387 0.0408
H -1.5097 -2.2730 -0.3422 0.2083

[7]
17
Properties=species:S:1:pos:R:3:nbo_charge:R:1 method="wB97M-V/def2-TZVPD" relative_energy_kcal_mol=21.7 homo_ev=-8.2 total_energy_ha=-251.82795 smiles=CN1CCCC1 largest_force_ev_per_a=2.80
H 1.0056 -0.9556 1.7592 0.2024
H -1.6651 1.1284 -0.5631 0.2024
C -0.0797 -1.6907 -0.1232 -0.4021
C 0.7658 -0.6479 0.7086 -0.2190
H -0.0576 2.6190 0.7729 0.2093
H 1.7701 -0.3636 0.2856 0.1504
H -0.7234 -2.2777 0.4900 0.2104
C -0.7329 0.5937 -0.7505 -0.2220
H 1.5444 1.8459 0.0717 0.1606
H 1.2522 1.8100 1.7883 0.1939
N -0.0201 0.5847 0.5958 -0.4414
H -0.4494 -0.9753 -2.1767 0.2098
H 0.6618 -2.3895 -0.5979 0.2091
C 0.7058 1.7972 0.7715 -0.4154
C -0.8608 -0.8215 -1.1637 -0.4286
H -0.0982 1.1569 -1.4743 0.1676
H -1.8884 -1.0762 -1.1829 0.2127

[8]
17
Properties=species:S:1:pos:R:3:nbo_charge:R:1 method="wB97M-V/def2-TZVPD" relative_energy_kcal_mol=55.4 homo_ev=-9.0 total_energy_ha=-251.77422 smiles=CC[C@H]1CN1C largest_force_ev_per_a=1.66
H 1.3153 0.4668 2.0569 0.1593
H 2.2046 0.6387 0.5221 0.1966
C -1.2627 1.1429 -1.6158 -0.6035
C -0.3708 -1.3418 1.1167 -0.2363
H -0.3432 -1.1951 2.1960 0.1872
C -0.3817 0.0327 -1.2148 -0.3723
H 0.6431 0.2678 -1.5796 0.1945
H -2.2640 0.8513 -1.3220 0.1992
C 1.7484 -0.0849 1.2076 -0.4068
H -0.6256 0.7942 0.9564 0.1854
C -0.4634 -0.0945 0.3037 -0.1171
H 2.4938 -0.8003 1.5274 0.1980
H -0.6061 -0.9209 -1.6941 0.2083
H -1.1618 1.3360 -2.6764 0.2053
N 0.7776 -0.8118 0.4832 -0.3947
H -0.9673 2.0085 -1.0159 0.1950
H -0.7360 -2.2897 0.7487 0.2019

[9]
17
Properties=species:S:1:pos:R:3:nbo_charge:R:1 method="wB97M-V/def2-TZVPD" relative_energy_kcal_mol=41.6 homo_ev=-8.6 total_energy_ha=-251.79627 smiles=CCN1C[C@H]1C largest_force_ev_per_a=0.62
C -0.2976 1.0921 -1.7771 -0.6112
H -1.2615 -1.1355 1.0167 0.1762
H -0.1523 1.7642 1.9130 0.1769
C -0.5268 1.1988 -0.2672 -0.0623
H 0.7625 1.0345 -2.0403 0.2173
H -0.7930 1.8503 -2.3908 0.2053
H 1.6133 -1.9119 0.2632 0.2115
H 0.1524 -1.0250 2.0859 0.1897
C 0.3451 1.5575 0.9500 -0.2167
H -0.7314 0.1203 -2.0732 0.2079
H 0.3192 -3.0989 0.5952 0.2002
H 1.3108 2.0561 0.8647 0.1879
H -1.5826 1.3703 -0.0256 0.1703
C 0.5335 -2.0917 0.2297 -0.5966
C -0.1678 -1.0012 1.0377 -0.2139
N 0.2444 0.2414 0.4404 -0.4464
H 0.2319 -2.0212 -0.8224 0.2037

[10]
17
Properties=species:S:1:pos:R:3:nbo_charge:R:1 method="wB97M-V/def2-TZVPD" relative_energy_kcal_mol=157.1 homo_ev=-8.0 total_energy_ha=-251.61213 largest_force_ev_per_a=7.07
C 0.7293 -0.4488 0.0343 -0.0253
H -1.1824 2.1112 -1.2579 0.1960
H -1.7958 1.7695 1.3696 0.2254
H 0.2051 -0.6988 -1.8535 0.2167
C -0.8454 1.2122 1.2423 -0.6294
C -0.9192 0.4034 0.0210 -0.2326
H 0.0383 1.8744 1.2209 0.2177
H 1.4552 -0.5428 1.9576 0.3270
H -1.6643 -0.3286 0.2372 0.2395
H 0.4652 -2.4588 -1.0482 0.2200
H 1.2384 0.4600 -0.4451 0.1951
C -1.0193 1.0814 -1.2849 -0.3706
H 1.8882 -1.4485 -1.3970 0.2279
H -0.8282 0.5699 2.2408 0.2142
N 1.3619 -1.0542 1.1197 -0.5753
H -1.9746 0.6469 -1.9027 0.1983
C 0.8248 -1.3439 -1.1727 -0.6446

[11]
17
Properties=species:S:1:pos:R:3:nbo_charge:R:1 method="wB97M-V/def2-TZVPD" relative_energy_kcal_mol=132.5 homo_ev="-6.5 / -6.6" total_energy_ha=-251.65141 largest_force_ev_per_a=1.56
C 1.4941 0.7976 -0.5437 -0.6403
C 0.5016 0.3959 0.5355 -0.0061
H 1.7999 1.8383 -0.3785 0.2179
C 0.5328 -2.0478 0.5522 -0.2712
H -1.5956 1.6411 0.9075 0.2022
C -1.0396 1.4324 -0.0044 -0.6096
N -0.0734 -0.9012 0.3129 -0.3217
H 1.0230 0.3985 1.5322 0.1952
H 2.4068 0.1844 -0.5643 0.2125
H 1.0044 0.7274 -1.5189 0.2170
H 1.6140 -2.1085 0.5681 0.1792
H -0.0746 -2.9285 0.7213 0.1945
H -1.8191 1.3726 -0.8077 0.2260
C -1.3354 -0.7830 -0.1991 -0.3424
H -1.6304 -1.4851 -0.9580 0.1812
H -0.4338 2.2756 -0.2970 0.1844
H -2.0873 -0.4897 0.5269 0.1813

[12]
17
Properties=species:S:1:pos:R:3:nbo_charge:R:1 method="wB97M-V/def2-TZVPD" relative_energy_kcal_mol=33.2 homo_ev=-7.0 total_energy_ha=-251.80960 largest_force_ev_per_a=1.76
N -0.2372 -0.2336 1.3666 -0.6126
C 0.4297 -1.4298 1.9136 -0.4039
H 0.4941 -1.2563 2.9837 0.1966
H 2.2566 -0.0404 0.1013 0.2295
C 1.3690 -0.1399 -0.5221 -0.6799
C -0.9496 0.8882 -2.1313 -0.6365
H -1.6226 1.5844 -0.1619 0.1979
H -1.9220 1.2082 -2.4926 0.2192
H 1.5313 0.4443 -1.4251 0.2300
H -0.7089 -0.1248 -2.4903 0.1999
H -0.1645 -2.3196 1.7474 0.1797
C -0.8626 0.9540 -0.6148 -0.3291
H 1.3508 -1.1659 -0.9430 0.2165
H -0.1420 1.5124 -2.5373 0.2005
C 0.0673 0.2540 0.0831 0.2085
H -1.1999 -0.1401 1.6383 0.3790
H 1.4111 -1.5064 1.4566 0.2047

[13]
17
Properties=species:S:1:pos:R:3:nbo_charge:R:1 method="wB97M-V/def2-TZVPD" relative_energy_kcal_mol=81.8 homo_ev=-7.4 total_energy_ha=-251.73214 largest_force_ev_per_a=0.96
H 1.8295 -0.8715 1.2137 0.2291
H -0.8192 2.0307 -1.9254 0.2144
H -0.4193 -1.9791 1.8083 0.2206
H -0.5774 -2.3469 0.0778 0.2006
H -1.7746 0.6936 -0.3090 0.4476
C -0.0902 -0.2753 0.5587 0.0507
H 1.6080 -1.1709 -0.5179 0.2056
H 0.7716 1.7603 -1.2018 0.2072
C -0.1388 1.2655 -1.5467 -0.4083
C 1.3940 -0.4652 0.2943 -0.6284
H -1.8665 -1.4590 0.9388 0.2202
H 0.2163 1.7307 1.0999 0.1221
H 0.1177 0.5846 -2.3689 0.2011
H 1.9032 0.4811 0.0953 0.2127
N -0.7821 0.5881 -0.4306 -0.4821
C -0.7852 -1.5939 0.8496 -0.6104
C -0.5940 0.9854 1.1589 -0.4027

[14]
17
Properties=species:S:1:pos:R:3:nbo_charge:R:1 method="wB97M-V/def2-TZVPD" relative_energy_kcal_mol=25.7 homo_ev=-9.1 total_energy_ha=-251.82158 smiles=CCN1C[C@H]1C largest_force_ev_per_a=0.28
H 0.5933 -1.9471 -0.3309 0.2046
H -1.0791 -0.9850 2.0742 0.2112
C -0.0428 1.7073 0.1476 -0.2574
H -0.8244 2.4310 0.3699 0.1992
H -0.4253 -2.0996 -1.7697 0.2116
N -0.4734 0.4477 -0.4373 -0.4060
H -1.8839 0.5739 1.8330 0.2163
C 0.4769 -1.6269 -1.3724 -0.6158
H -0.5432 0.4374 2.9930 0.2092
H 0.0157 0.2004 -2.4371 0.1983
C 0.0504 0.4418 0.9163 -0.0877
C -0.9167 0.0975 2.0208 -0.6111
H 1.4252 0.3130 -1.3753 0.1581
C 0.4060 -0.1064 -1.4591 -0.2163
H 1.0618 0.0426 1.0369 0.1870
H 0.8905 2.1398 -0.2177 0.1883
H 1.3394 -2.0009 -1.9332 0.2106